Record 1
Density functional theory data (ωB97M-V with the def2-TZVPD basis set) for a structure of composition C30H25Cl2N10O3SSc.

Values from the calculation:
- ΔE to the lowest compared entry with this formula, charge and spin: 11.6 kcal/mol
- Kohn-Sham gap: 5.839 eV
- Charge: +2
- HOMO level: -12.59 eV

Cartesian coordinates (Å):
1 Sc 0.760 -1.834 0.225
2 Cl 7.263 -1.910 3.664
3 C 5.879 -2.032 2.649
4 C 6.061 -2.298 1.277
5 C 4.987 -2.410 0.431
6 Cl 5.219 -2.770 -1.241
7 C 3.667 -2.248 0.901
8 O 2.656 -2.362 0.089
9 C 3.499 -1.980 2.290
10 C 2.216 -1.829 2.855
11 O 1.116 -1.843 2.230
12 C 4.622 -1.883 3.152
13 H 7.064 -2.421 0.891
14 H 2.157 -1.691 3.938
15 H 4.474 -1.688 4.207
16 C -4.593 -1.087 -1.797
17 N -3.440 -1.267 -0.920
18 C -2.158 -1.104 -1.199
19 N -1.437 -1.279 -0.091
20 C -2.390 -1.551 0.859
21 N -3.606 -1.547 0.388
22 C -5.212 0.287 -1.661
23 C -6.536 0.466 -2.046
24 C -7.123 1.719 -1.958
25 C -6.403 2.800 -1.479
26 C -5.080 2.621 -1.091
27 C -4.486 1.366 -1.187
28 C -4.324 3.749 -0.557
29 N -4.762 4.910 -0.218
30 N -3.671 5.620 0.254
31 C -2.658 4.834 0.164
32 O -2.986 3.620 -0.347
33 C -1.276 5.115 0.544
34 C -1.006 6.265 1.280
35 C 0.298 6.550 1.648
36 C 1.328 5.697 1.286
37 C 1.062 4.554 0.539
38 C 2.240 3.710 0.109
39 N 1.883 2.351 -0.303
40 C 1.455 1.344 0.441
41 N 1.301 0.263 -0.326
42 C 1.660 0.709 -1.571
43 N 2.012 1.963 -1.588
44 C -0.241 4.262 0.169
45 H -5.313 -1.859 -1.532
46 H -4.252 -1.270 -2.817
47 H -1.782 -0.868 -2.182
48 H -2.166 -1.756 1.893
49 H -7.113 -0.376 -2.408
50 H -8.154 1.849 -2.258
51 H -6.851 3.780 -1.394
52 H -3.458 1.254 -0.864
53 H -1.823 6.916 1.556
54 H 0.513 7.440 2.224
55 H 2.346 5.927 1.579
56 H 2.968 3.634 0.916
57 H 2.740 4.147 -0.754
58 H 1.266 1.416 1.500
59 H 1.672 0.089 -2.453
60 H -0.470 3.390 -0.432
61 S -0.039 -3.954 -0.862
62 C 1.362 -4.969 -0.807
63 N 2.075 -5.310 -1.861
64 C 3.201 -6.189 -1.519
65 C 2.948 -6.467 -0.020
66 N 1.843 -5.544 0.287
67 H 1.908 -4.934 -2.779
68 H 4.144 -5.671 -1.688
69 H 3.178 -7.092 -2.123
70 H 3.817 -6.238 0.592
71 H 2.644 -7.495 0.167
72 H 1.311 -5.588 1.140

Record 2
Density functional theory data (ωB97M-V with the def2-TZVPD basis set) for a structure of composition C30H25ClI2N2OPPbS3.

Values from the calculation:
- ΔE to the lowest compared entry with this formula, charge and spin: 9.2 kcal/mol
- Kohn-Sham gap: 7.001 eV
- Charge: +1
- HOMO level: -10.34 eV

Cartesian coordinates (Å):
1 Pb 0.119 -1.001 0.475
2 I -1.456 -1.695 3.614
3 C -1.645 -3.614 2.691
4 I -2.041 -3.568 0.586
5 H -2.475 -4.122 3.163
6 H -0.710 -4.142 2.825
7 S 1.983 0.205 -0.995
8 C 1.589 -1.054 -2.119
9 C 2.221 -1.201 -3.359
10 C 1.847 -2.245 -4.174
11 C 0.853 -3.131 -3.754
12 C 0.271 -2.922 -2.526
13 N 0.621 -1.906 -1.727
14 H 2.987 -0.496 -3.648
15 H 2.322 -2.380 -5.137
16 H 0.544 -3.963 -4.370
17 H -0.502 -3.580 -2.150
18 Cl -0.151 1.579 1.984
19 C -1.093 2.746 1.092
20 C -1.205 4.020 1.625
21 C -1.942 4.977 0.951
22 C -2.573 4.658 -0.244
23 C -2.465 3.380 -0.759
24 C -1.713 2.402 -0.106
25 P -1.617 0.725 -0.844
26 C -1.099 1.043 -2.555
27 C -1.325 0.050 -3.510
28 C -0.840 0.202 -4.798
29 C -0.111 1.334 -5.134
30 C 0.137 2.311 -4.182
31 C -0.343 2.164 -2.889
32 C -3.388 0.302 -0.928
33 C -4.185 0.518 -2.048
34 C -5.536 0.207 -2.002
35 C -6.092 -0.322 -0.846
36 C -5.302 -0.534 0.274
37 C -3.953 -0.225 0.233
38 H -0.721 4.258 2.562
39 H -2.026 5.975 1.359
40 H -3.151 5.403 -0.772
41 H -2.964 3.126 -1.685
42 H -1.879 -0.842 -3.242
43 H -1.020 -0.568 -5.536
44 H 0.275 1.450 -6.138
45 H 0.718 3.187 -4.438
46 H -0.119 2.911 -2.141
47 H -3.755 0.923 -2.955
48 H -6.153 0.377 -2.873
49 H -7.145 -0.568 -0.821
50 H -5.736 -0.943 1.177
51 H -3.332 -0.377 1.110
52 S 3.437 0.148 3.288
53 C 4.749 -0.405 4.346
54 C 5.018 -1.732 4.653
55 C 6.043 -2.029 5.539
56 C 6.800 -1.015 6.102
57 C 6.534 0.310 5.779
58 C 5.511 0.619 4.903
59 H 4.447 -2.531 4.209
60 H 6.250 -3.061 5.790
61 H 7.603 -1.256 6.784
62 H 7.132 1.100 6.212
63 H 5.299 1.651 4.647
64 O 1.376 -3.116 1.936
65 S 2.496 -2.624 2.763
66 N 2.582 -1.087 2.734

Record 3
Density functional theory data (ωB97M-V with the def2-TZVPD basis set) for a structure of composition C30H25CuN3O2PSe3Te.

Values from the calculation:
- ΔE to the lowest compared entry with this formula, charge and spin: 1.4 kcal/mol
- Kohn-Sham gap (alpha / beta): 6.101 / 4.958 eV
- Charge: -1
- HOMO level (alpha / beta): -3.71 / -3.71 eV
- Multiplicity: 2

Cartesian coordinates (Å):
1 Cu -1.244 -2.142 0.841
2 O 1.964 -4.385 -0.193
3 C 1.204 -3.443 0.087
4 N 0.081 -3.057 -0.499
5 C -0.537 -4.004 -1.382
6 C -1.834 -4.531 -0.794
7 C -2.515 -5.581 -1.407
8 C -3.718 -6.010 -0.885
9 C -4.222 -5.379 0.246
10 C -3.486 -4.351 0.799
11 N -2.318 -3.942 0.300
12 C 1.545 -2.595 1.305
13 C 2.853 -2.496 1.760
14 C 3.107 -1.748 2.896
15 C 2.049 -1.128 3.548
16 C 0.772 -1.281 3.033
17 N 0.529 -2.010 1.945
18 H -0.811 -3.531 -2.335
19 H 0.121 -4.849 -1.612
20 H -2.091 -6.040 -2.291
21 H -4.263 -6.819 -1.354
22 H -5.166 -5.667 0.684
23 H -3.840 -3.815 1.672
24 H 3.624 -3.020 1.215
25 H 4.118 -1.650 3.274
26 H 2.202 -0.531 4.436
27 H -0.086 -0.805 3.489
28 Se -4.082 -1.876 -2.364
29 Se -4.822 -1.152 -0.385
30 Te -2.718 -0.099 0.736
31 Se -3.671 0.306 2.960
32 O 0.144 1.111 1.324
33 P 0.487 2.094 0.267
34 C -0.027 1.564 -1.380
35 C 0.038 0.198 -1.645
36 C -0.350 -0.283 -2.885
37 C -0.786 0.596 -3.866
38 C -0.833 1.961 -3.610
39 C -0.456 2.445 -2.367
40 C 2.278 2.337 0.147
41 C 2.882 3.040 -0.894
42 C 4.262 3.148 -0.947
43 C 5.044 2.542 0.030
44 C 4.446 1.828 1.057
45 C 3.063 1.725 1.116
46 C -0.250 3.731 0.511
47 C 0.497 4.892 0.680
48 C -0.140 6.102 0.923
49 C -1.522 6.153 1.013
50 C -2.273 4.994 0.866
51 C -1.641 3.787 0.616
52 H 0.345 -0.503 -0.877
53 H -0.332 -1.348 -3.067
54 H -1.105 0.217 -4.828
55 H -1.183 2.645 -4.373
56 H -0.522 3.507 -2.159
57 H 2.274 3.492 -1.669
58 H 4.731 3.692 -1.756
59 H 6.123 2.618 -0.019
60 H 5.055 1.340 1.807
61 H 2.576 1.154 1.897
62 H 1.577 4.855 0.625
63 H 0.447 7.003 1.050
64 H -2.016 7.096 1.210
65 H -3.350 5.023 0.958
66 H -2.228 2.880 0.522

Record 4
Density functional theory data (ωB97M-V with the def2-TZVPD basis set) for a structure of composition C30H25FO6S2.

Values from the calculation:
- ΔE to the lowest compared entry with this formula, charge and spin: 0.0 kcal/mol
- Kohn-Sham gap: 7.521 eV
- Charge: 0
- HOMO level: -7.63 eV

Cartesian coordinates (Å):
1 C -7.367 1.324 1.372
2 O -6.607 0.291 2.055
3 C -5.360 -0.004 1.597
4 C -4.593 -0.886 2.395
5 C -3.304 -1.197 2.031
6 C -2.770 -0.722 0.805
7 C -1.361 -0.924 0.397
8 C -0.414 -0.901 1.408
9 C 1.039 -0.969 1.191
10 C 1.960 -1.526 2.285
11 C 3.216 -2.056 1.930
12 C 4.145 -2.442 2.891
13 C 3.829 -2.375 4.250
14 C 2.541 -1.984 4.618
15 C 1.595 -1.624 3.634
16 C -1.100 -1.226 -1.038
17 C -2.028 -1.965 -1.826
18 C -1.791 -2.290 -3.144
19 C -0.606 -1.836 -3.773
20 O -0.440 -2.145 -5.088
21 C 0.766 -1.628 -5.726
22 C 0.367 -1.157 -3.006
23 C 0.094 -0.867 -1.675
24 C -3.590 0.054 -0.035
25 C -4.852 0.455 0.352
26 H -8.284 1.379 1.960
27 H -6.831 2.284 1.389
28 H -7.590 1.058 0.329
29 H -5.028 -1.261 3.321
30 H -2.659 -1.766 2.705
31 H -0.751 -0.825 2.444
32 H 1.268 -1.511 0.202
33 H 3.473 -2.144 0.879
34 H 5.132 -2.773 2.576
35 H 4.598 -2.571 5.014
36 H 2.275 -1.938 5.671
37 H 0.580 -1.380 3.943
38 H -2.979 -2.242 -1.385
39 H -2.525 -2.830 -3.737
40 H 0.691 -1.985 -6.753
41 H 0.789 -0.525 -5.692
42 H 1.680 -2.015 -5.243
43 H 1.325 -0.849 -3.435
44 H 0.793 -0.272 -1.106
45 H -3.144 0.454 -0.946
46 H -5.435 1.115 -0.301
47 F 1.380 1.298 2.294
48 C 1.338 0.732 0.992
49 S 3.117 0.896 0.456
50 O 3.918 1.004 1.647
51 O 3.270 -0.103 -0.595
52 C 3.318 2.424 -0.439
53 C 2.124 3.046 -0.730
54 C 2.104 4.210 -1.508
55 C 3.328 4.671 -2.001
56 C 4.532 4.019 -1.699
57 C 4.550 2.877 -0.904
58 S 0.720 2.238 0.071
59 O -0.071 1.800 -1.077
60 O 0.204 3.221 1.003
61 H 1.155 4.696 -1.745
62 H 3.344 5.519 -2.685
63 H 5.471 4.349 -2.137
64 H 5.450 2.300 -0.683

Record 5
Density functional theory data (ωB97M-V with the def2-TZVPD basis set) for a structure of composition C30H25N3OPtTe.

Values from the calculation:
- Kohn-Sham gap: 7.331 eV
- Charge: +2
- HOMO level: -13.41 eV

Cartesian coordinates (Å):
1 Pt 0.439 -0.518 0.845
2 O 0.480 -0.090 2.850
3 C 1.625 -0.397 3.698
4 C 2.843 -0.663 2.850
5 C 4.078 -0.868 3.448
6 C 5.175 -1.094 2.635
7 C 5.002 -1.103 1.255
8 C 3.736 -0.894 0.751
9 N 2.676 -0.678 1.536
10 H -0.341 -0.113 3.359
11 H 1.393 -1.255 4.329
12 H 1.802 0.469 4.336
13 H 4.173 -0.847 4.526
14 H 6.152 -1.258 3.070
15 H 5.832 -1.274 0.584
16 H 3.548 -0.905 -0.317
17 C 0.947 -0.727 -3.390
18 C 1.027 -0.321 -2.057
19 N 0.341 -0.920 -1.096
20 C -0.469 -1.969 -1.423
21 C -0.611 -2.427 -2.731
22 C 0.129 -1.774 -3.735
23 C -1.490 -3.535 -2.981
24 C -2.171 -4.126 -1.976
25 C -2.034 -3.667 -0.622
26 C -2.715 -4.226 0.473
27 C -2.517 -3.703 1.727
28 C -1.636 -2.632 1.894
29 N -0.981 -2.088 0.883
30 C -1.178 -2.596 -0.361
31 H 1.526 -0.194 -4.130
32 H 1.643 0.520 -1.769
33 H 0.045 -2.099 -4.764
34 H -1.596 -3.886 -3.999
35 H -2.834 -4.958 -2.173
36 H -3.388 -5.061 0.320
37 H -3.027 -4.106 2.590
38 H -1.468 -2.206 2.876
39 Te 0.580 2.159 0.681
40 C -1.393 2.618 1.242
41 C -1.657 3.933 1.609
42 C -2.946 4.299 1.971
43 C -3.964 3.356 1.968
44 C -3.698 2.044 1.600
45 C -2.413 1.672 1.231
46 C 0.468 2.628 -1.362
47 C -0.676 2.363 -2.106
48 C -0.679 2.646 -3.464
49 C 0.455 3.174 -4.071
50 C 1.593 3.435 -3.322
51 C 1.602 3.168 -1.957
52 H -0.870 4.677 1.622
53 H -3.153 5.321 2.258
54 H -4.968 3.645 2.250
55 H -4.495 1.311 1.592
56 H -2.211 0.651 0.925
57 H -1.562 1.956 -1.634
58 H -1.570 2.465 -4.051
59 H 0.445 3.399 -5.129
60 H 2.468 3.867 -3.790
61 H 2.485 3.401 -1.372

Record 6
Density functional theory data (ωB97M-V with the def2-TZVPD basis set) for a cluster of 2 separate species, C30H25NO6S in total.

Values from the calculation:
- ΔE to the lowest compared entry with this formula, charge and spin: 36.4 kcal/mol
- Kohn-Sham gap: 5.036 eV
- Charge: 0
- HOMO level: -7.06 eV

Cartesian coordinates (Å):
1 C -2.067 -5.898 0.254
2 C -0.818 -5.014 0.154
3 C -1.318 -3.645 0.459
4 C -2.702 -3.763 0.748
5 O -3.199 -5.029 0.660
6 C -3.431 -2.641 1.131
7 C -2.795 -1.418 1.183
8 C -1.422 -1.223 0.743
9 C -0.761 0.034 0.647
10 C -1.479 1.255 0.904
11 C -0.866 2.316 1.641
12 C -1.568 3.459 1.962
13 C -2.925 3.592 1.578
14 O -3.492 4.792 1.898
15 C -2.448 5.593 2.573
16 C -1.171 4.748 2.601
17 C -3.576 2.565 0.889
18 C -2.863 1.443 0.531
19 C -0.691 -2.421 0.494
20 H -2.321 -6.356 -0.710
21 H -1.961 -6.684 1.012
22 H -0.055 -5.334 0.872
23 H -0.351 -5.087 -0.833
24 H -4.482 -2.772 1.352
25 H -3.388 -0.595 1.551
26 H 0.366 0.044 0.773
27 H 0.184 2.239 1.930
28 H -2.330 6.523 2.003
29 H -2.801 5.837 3.583
30 H -0.818 4.599 3.623
31 H -0.369 5.259 2.057
32 H -4.610 2.725 0.611
33 H -3.375 0.673 -0.034
34 H 0.374 -2.354 0.266
35 C 0.138 4.107 -3.707
36 C 1.432 3.652 -3.987
37 C 2.094 2.813 -3.087
38 C 1.439 2.390 -1.925
39 S 2.239 1.402 -0.649
40 C 1.348 -0.154 -0.487
41 C 2.377 -1.254 -0.502
42 C 2.153 -2.481 -1.219
43 C 2.972 -3.603 -1.066
44 C 4.082 -3.559 -0.198
45 N 4.744 -4.746 0.222
46 O 5.724 -4.639 0.997
47 O 4.324 -5.849 -0.205
48 C 4.480 -2.295 0.282
49 C 3.664 -1.173 0.125
50 O 3.572 1.283 -1.218
51 O 2.053 2.123 0.594
52 C 0.168 2.872 -1.640
53 C -0.501 3.717 -2.519
54 H -0.377 4.773 -4.392
55 H 1.926 3.946 -4.918
56 H 3.106 2.471 -3.290
57 H 0.711 -0.231 -1.375
58 H 1.271 -2.569 -1.867
59 H 2.735 -4.564 -1.517
60 H 5.405 -2.231 0.844
61 H 4.066 -0.273 0.591
62 H -0.307 2.548 -0.719
63 H -1.508 4.059 -2.275

Record 7
Density functional theory data (ωB97M-V with the def2-TZVPD basis set) for a structure of composition C30H26BeSbSe4Si.

Values from the calculation:
- ΔE to the lowest compared entry with this formula, charge and spin: 11.9 kcal/mol
- Kohn-Sham gap: 7.038 eV
- Charge: -1
- HOMO level: -4.47 eV

Cartesian coordinates (Å):
1 Be 2.992 0.449 -1.103
2 Se 3.677 2.417 -1.159
3 Se 5.929 1.998 -0.421
4 Se 5.470 0.364 1.139
5 Se 4.134 -1.125 -0.156
6 C 1.324 -0.899 6.317
7 C 2.163 0.028 5.685
8 C 1.932 0.487 4.391
9 C 0.854 -0.067 3.686
10 C 0.032 -0.990 4.325
11 C 0.306 -1.396 5.602
12 Sb 0.639 0.574 1.614
13 C -0.516 -1.154 1.237
14 C 0.297 -2.235 1.218
15 C -0.292 -3.515 1.272
16 C -1.666 -3.630 1.203
17 C -2.435 -2.494 1.087
18 C -1.903 -1.214 1.109
19 C -1.027 1.967 1.915
20 C -1.278 2.589 3.121
21 C -2.377 3.454 3.210
22 C -3.021 3.914 2.078
23 C -2.759 3.351 0.834
24 C -1.770 2.358 0.758
25 H 1.569 -1.289 7.272
26 H 3.106 0.284 6.196
27 H 2.705 1.149 3.943
28 H -0.791 -1.424 3.750
29 H -0.330 -2.106 6.051
30 H 1.374 -2.122 1.309
31 H 0.441 -4.329 1.431
32 H -2.277 -4.509 1.158
33 H -3.500 -2.672 1.003
34 H -2.475 -0.302 0.977
35 H -0.700 2.327 3.990
36 H -2.622 3.754 4.206
37 H -3.776 4.691 2.240
38 H -3.428 3.477 -0.025
39 H -1.637 1.876 -0.212
40 C -2.647 1.956 -2.839
41 C -1.375 2.613 -2.878
42 C -0.265 1.850 -2.657
43 C -0.354 0.513 -2.218
44 C -1.606 -0.096 -2.268
45 C -2.773 0.588 -2.565
46 Si 1.257 -0.461 -2.102
47 C 1.438 -1.036 -3.860
48 C 0.357 -1.496 -4.621
49 C 0.479 -1.923 -5.953
50 C 1.711 -1.837 -6.534
51 C 2.824 -1.438 -5.808
52 C 2.723 -1.006 -4.501
53 H -3.507 2.533 -3.014
54 H -1.376 3.637 -3.146
55 H 0.734 2.251 -2.816
56 H -1.648 -1.136 -2.047
57 H -3.707 0.089 -2.524
58 H 0.989 -1.706 -1.396
59 H -0.646 -1.324 -4.256
60 H -0.372 -2.183 -6.523
61 H 1.926 -2.131 -7.576
62 H 3.823 -1.356 -6.265
63 H 3.653 -0.935 -3.883

Result set for strongest force on any atom: 0.32 1.10 0.22 4.30 1.24 4.77 2.93 eV/Å, one per record in the order listed.